ORCA calculation (the ωB97M-V functional and the def2-TZVPD basis) on a 2-piece molecular cluster, CHFNO2S overall in a non-equilibrium geometry.

Results
Energy relative to the best compared isomer or geometry (same formula, charge and spin) in kcal per mole: 110.0
LUMO level in Ha: 0.147
M in g/mol: 110.09
F_max in eV/Å: 1.66
HOMO-LUMO gap in eV: 7.77
Highest occupied orbital energy in Ha: -0.1384

```
! RIJCOSX wB97M-V def2-TZVPD def2/J DEFGRID3
* xyz -1 1
C -0.142 -0.809 -0.061
N 1.764 -1.599 0.180
O 3.990 -0.453 -0.276
O 2.246 0.894 0.798
F -0.861 -1.836 0.524
S 2.615 -0.392 0.217
H -0.039 -0.083 0.778
*
```

These are the natural (NBO) partial charges, in e, on atoms 1 to 4: 0.07 -0.98 -0.95 -0.94

***

ORCA calculation (the ωB97M-V functional and the def2-TZVPD basis) on C10H12N4PtS2 as an isolated structure.

Results
LUMO level (alpha / beta) in Ha: 0.000 / -0.019
M in g/mol: 447.45
F_max in eV/Å: 0.39
HOMO-LUMO gap (alpha / beta) in eV: 5.68 / 6.62
Highest occupied orbital energy (alpha / beta) in Ha: -0.2092 / -0.2626

```
! RIJCOSX wB97M-V def2-TZVPD def2/J DEFGRID3
* xyz 0 3
Pt 0.312 -0.766 -0.733
C 4.321 -1.773 1.223
C 2.874 -1.488 0.925
S 2.492 -1.217 -0.705
C 1.906 -1.471 1.919
C 2.241 -1.701 3.366
S 0.275 -1.199 1.548
H 4.914 -1.693 0.314
H 4.452 -2.780 1.626
H 4.724 -1.069 1.953
H 3.285 -1.975 3.506
H 1.621 -2.495 3.783
H 2.046 -0.799 3.951
N -3.764 0.388 -1.255
C -3.990 -0.938 -0.963
C -2.764 -1.504 -0.829
N -1.797 -0.555 -1.036
C -2.422 0.580 -1.288
C -1.696 1.798 -1.550
N -0.388 1.789 -1.614
C -0.013 3.081 -1.847
C -1.113 3.883 -1.922
N -2.194 3.053 -1.732
H -4.475 1.078 -1.418
H -4.982 -1.341 -0.879
H -2.498 -2.519 -0.594
H 1.023 3.354 -1.941
H -1.234 4.938 -2.088
H -3.155 3.343 -1.721
*
```

These are the natural (NBO) partial charges, in e, on atoms 1 to 4: 0.34 -0.65 -0.22 0.02

***

ORCA calculation (the ωB97M-V functional and the def2-TZVPD basis) on an isolated ion of composition CH2NO2 and charge -1 in a non-equilibrium geometry.

Results
Energy relative to the best compared isomer or geometry (same formula, charge and spin) in kcal per mole: 1.1
LUMO level in Ha: 0.176
M in g/mol: 60.03
F_max in eV/Å: 1.02
HOMO-LUMO gap in eV: 8.67
SMILES: NC(=O)[O-]
Highest occupied orbital energy in Ha: -0.1430

```
! RIJCOSX wB97M-V def2-TZVPD def2/J DEFGRID3
* xyz -1 1
N 0.823 -0.209 -0.089
C -0.534 0.444 0.028
O -0.953 0.517 1.204
O -1.000 0.889 -1.038
H 0.777 -0.873 -0.856
H 0.887 -0.768 0.750
*
```

These are the natural (NBO) partial charges, in e, on atoms 1 to 4: -0.93 0.86 -0.81 -0.80

***

ORCA calculation (the ωB97M-V functional and the def2-TZVPD basis) on C11H8NO5Sn as an isolated structure in a non-equilibrium geometry.

Results
Energy relative to the best compared isomer or geometry (same formula, charge and spin) in kcal per mole: 0.0
LUMO level (alpha / beta) in Ha: -0.472 / -0.543
M in g/mol: 352.90
F_max in eV/Å: 7.00
HOMO-LUMO gap (alpha / beta) in eV: 8.29 / 4.53
Highest occupied orbital energy (alpha / beta) in Ha: -0.7762 / -0.7092

```
! RIJCOSX wB97M-V def2-TZVPD def2/J DEFGRID3
* xyz 3 1
O -3.516 -4.536 -3.449
C -2.977 -3.554 -3.206
Sn -1.817 0.016 -1.235
O -0.950 -1.383 -4.408
C -0.965 -0.836 -3.404
C -0.195 2.101 -1.631
O 0.594 2.929 -1.661
C -2.212 0.746 1.107
O -2.520 0.977 2.194
C -3.497 1.360 -2.081
O -4.566 1.630 -2.422
H -2.562 -1.453 -0.777
N 0.576 -0.680 -0.310
C 1.282 -0.125 0.809
C 0.948 1.144 1.286
C 1.671 1.656 2.363
C 2.699 0.907 2.948
C 3.004 -0.371 2.457
C 2.292 -0.903 1.387
H 0.367 -1.668 -0.116
H 1.203 -0.745 -1.119
H 0.130 1.697 0.822
H 1.446 2.639 2.762
H 3.277 1.311 3.789
H 3.798 -0.959 2.905
H 2.490 -1.900 0.990
*
```

These are the natural (NBO) partial charges, in e, on atoms 1 to 4: -0.40 0.42 0.99 -0.26

***

ORCA calculation (the ωB97M-V functional and the def2-TZVPD basis) on C55H43N4O2P2SiTi as an isolated structure.

Results
Energy relative to the best compared isomer or geometry (same formula, charge and spin) in kcal per mole: 32.0
LUMO level (alpha / beta) in Ha: 0.083 / 0.083
M in g/mol: 929.88
F_max in eV/Å: 0.62
HOMO-LUMO gap (alpha / beta) in eV: 4.92 / 6.46
Highest occupied orbital energy (alpha / beta) in Ha: -0.0974 / -0.1542

```
! RIJCOSX wB97M-V def2-TZVPD def2/J DEFGRID3
* xyz -1 3
Ti -0.496 -0.369 0.607
O 3.420 -0.535 -0.516
C 2.218 -0.366 -0.371
N 1.348 -1.162 0.331
C 1.688 -2.270 1.114
C 2.879 -2.985 1.049
C 3.064 -4.100 1.863
C 2.072 -4.502 2.742
C 0.880 -3.785 2.836
C 0.683 -2.659 2.044
N -0.462 -1.823 2.042
C -1.455 -1.885 2.974
O -1.614 -2.712 3.872
C -2.429 -0.761 2.790
C -3.481 -0.585 3.672
C -4.379 0.449 3.481
C -4.201 1.274 2.360
C -3.140 1.057 1.523
N -2.209 0.081 1.728
C 1.481 0.878 -0.904
C 2.325 1.514 -1.965
C 2.335 0.967 -3.186
C 1.516 -0.210 -3.439
C 0.484 -0.489 -2.636
N 0.195 0.388 -1.524
H 3.642 -2.654 0.360
H 3.994 -4.654 1.803
H 2.218 -5.372 3.371
H 0.107 -4.074 3.531
H -3.558 -1.285 4.493
H -5.201 0.609 4.166
H -4.880 2.089 2.146
H -2.962 1.698 0.666
H 2.966 2.358 -1.739
H 2.951 1.366 -3.985
H 1.729 -0.863 -4.276
H -0.175 -1.329 -2.810
C -0.530 2.428 -3.659
Si -0.980 1.595 -2.034
C -2.668 0.758 -2.425
C -3.491 1.513 -3.277
C -4.699 1.040 -3.766
C -5.119 -0.239 -3.441
C -4.333 -1.009 -2.602
C -3.130 -0.528 -2.081
P -2.234 -1.567 -0.861
C -1.586 -3.007 -1.796
C -1.949 -3.339 -3.098
C -1.344 -4.410 -3.744
C -0.379 -5.164 -3.091
C -0.015 -4.843 -1.791
C -0.608 -3.765 -1.153
C -3.576 -2.311 0.136
C -4.760 -1.626 0.406
C -5.679 -2.140 1.307
C -5.423 -3.336 1.963
C -4.240 -4.014 1.714
C -3.323 -3.504 0.806
C -0.925 3.081 -0.888
C -1.715 4.161 -1.300
C -1.507 5.450 -0.834
C -0.454 5.687 0.033
C 0.307 4.625 0.495
C 0.065 3.314 0.087
P 0.765 1.878 1.029
C 0.378 2.770 2.753
C -0.893 2.641 3.308
C -1.242 3.226 4.520
C -0.312 3.974 5.224
C 0.967 4.117 4.699
C 1.302 3.519 3.492
C 2.542 1.763 1.472
C 3.542 2.543 0.909
C 4.871 2.356 1.266
C 5.209 1.378 2.187
C 4.210 0.608 2.772
C 2.885 0.812 2.430
H -1.270 3.180 -3.933
H -0.437 1.715 -4.480
H 0.422 2.941 -3.531
H -3.181 2.503 -3.578
H -5.303 1.670 -4.407
H -6.052 -0.630 -3.825
H -4.673 -1.997 -2.314
H -2.681 -2.747 -3.631
H -1.624 -4.647 -4.763
H 0.095 -5.995 -3.600
H 0.748 -5.410 -1.273
H -0.291 -3.508 -0.149
H -4.965 -0.680 -0.077
H -6.587 -1.588 1.513
H -6.134 -3.727 2.679
H -4.011 -4.929 2.243
H -2.389 -4.033 0.648
H -2.507 3.995 -2.023
H -2.146 6.260 -1.163
H -0.244 6.691 0.381
H 1.076 4.816 1.232
H -1.645 2.060 2.784
H -2.243 3.085 4.913
H -0.573 4.430 6.171
H 1.714 4.689 5.238
H 2.316 3.639 3.131
H 3.287 3.311 0.187
H 5.642 2.967 0.812
H 6.247 1.213 2.450
H 4.463 -0.163 3.489
H 2.110 0.216 2.901
*
```

These are the Mulliken partial charges, in e, on atoms 1 to 4: -0.99 -0.76 -0.48 1.30

***

ORCA calculation (the ωB97M-V functional and the def2-TZVPD basis) on a 4-piece molecular cluster, C39H78N4O2 overall in a non-equilibrium geometry.

Results
Energy relative to the best compared isomer or geometry (same formula, charge and spin) in kcal per mole: 0.0
LUMO level in Ha: 0.021
M in g/mol: 635.08
F_max in eV/Å: 2.38
HOMO-LUMO gap in eV: 9.20
SMILES: CCCN[C@H]1NC(=O)[C@H](CCCCCN)[C@@]1(CCCOC)c1ccncc1.CCCCCC.CCCCCC.CCCCCC
Highest occupied orbital energy in Ha: -0.3174

```
! RIJCOSX wB97M-V def2-TZVPD def2/J DEFGRID3
* xyz 0 1
C -0.474 1.314 6.955
C 0.454 1.044 5.747
C 0.361 -0.379 5.236
N -0.944 -0.657 4.644
C -1.098 -2.102 4.369
N -1.922 -2.658 5.435
C -3.203 -2.924 5.043
O -4.027 -3.574 5.671
C -3.335 -2.286 3.655
C -4.542 -2.773 2.837
C -5.661 -1.721 2.847
C -6.396 -1.585 4.188
C -7.604 -2.549 4.238
C -8.023 -3.006 5.636
N -6.966 -3.561 6.483
C -1.912 -2.404 3.075
C -1.622 -3.756 2.406
C -1.546 -4.986 3.330
C -0.162 -5.221 3.970
O -0.109 -4.891 5.350
C -0.332 -6.007 6.190
C -1.596 -1.372 2.007
C -2.509 -0.971 1.051
C -2.106 -0.024 0.162
N -0.945 0.575 0.093
C -0.052 0.164 0.986
C -0.368 -0.786 1.920
H -1.025 2.232 6.790
H 0.128 1.408 7.852
H -1.167 0.489 7.107
H 1.479 1.156 6.098
H 0.338 1.760 4.939
H 1.158 -0.579 4.525
H 0.513 -1.038 6.109
H -1.686 -0.387 5.271
H -0.112 -2.549 4.346
H -1.487 -3.260 6.118
H -3.475 -1.212 3.815
H -4.282 -3.060 1.825
H -4.960 -3.652 3.333
H -6.422 -1.956 2.102
H -5.241 -0.755 2.563
H -6.806 -0.576 4.223
H -5.745 -1.677 5.052
H -8.453 -2.011 3.816
H -7.376 -3.397 3.591
H -8.793 -3.773 5.553
H -8.471 -2.176 6.181
H -6.426 -4.227 5.947
H -6.357 -2.833 6.821
H -0.655 -3.682 1.907
H -2.337 -3.942 1.611
H -1.718 -5.858 2.699
H -2.323 -5.016 4.091
H 0.117 -6.264 3.827
H 0.571 -4.586 3.477
H 0.443 -6.755 6.015
H -0.215 -5.668 7.216
H -1.340 -6.414 6.099
H -3.495 -1.391 1.006
H -2.837 0.286 -0.579
H 0.934 0.607 0.999
H 0.393 -1.066 2.633
C 2.722 1.942 -5.321
C 1.411 2.132 -4.563
C 1.327 1.311 -3.278
C 1.385 -0.204 -3.473
C 0.306 -0.790 -4.384
C -1.104 -0.567 -3.849
H 2.856 0.909 -5.646
H 2.742 2.574 -6.211
H 3.575 2.218 -4.696
H 0.570 1.896 -5.222
H 1.307 3.189 -4.304
H 0.408 1.575 -2.747
H 2.149 1.603 -2.616
H 1.309 -0.678 -2.489
H 2.367 -0.485 -3.866
H 0.484 -1.864 -4.480
H 0.386 -0.378 -5.395
H -1.205 -1.003 -2.853
H -1.844 -1.028 -4.505
H -1.348 0.494 -3.777
C 2.933 1.264 3.254
C 3.785 2.490 2.944
C 3.806 2.848 1.458
C 4.405 1.776 0.545
C 5.839 1.369 0.884
C 6.839 2.515 0.760
H 3.319 0.370 2.758
H 2.924 1.067 4.326
H 1.899 1.416 2.932
H 4.801 2.335 3.316
H 3.385 3.344 3.498
H 4.352 3.786 1.328
H 2.782 3.049 1.128
H 4.374 2.144 -0.485
H 3.772 0.884 0.563
H 6.139 0.567 0.204
H 5.886 0.948 1.892
H 6.841 2.922 -0.253
H 7.849 2.168 0.984
H 6.611 3.327 1.453
C 0.746 3.400 -9.050
C 1.707 4.583 -9.119
C 1.829 5.186 -10.517
C 2.386 4.237 -11.581
C 3.764 3.655 -11.267
C 4.857 4.714 -11.154
H 1.078 2.572 -9.678
H 0.672 3.030 -8.026
H -0.255 3.694 -9.372
H 2.690 4.279 -8.747
H 1.353 5.362 -8.438
H 2.455 6.081 -10.463
H 0.842 5.529 -10.843
H 2.436 4.775 -12.533
H 1.683 3.414 -11.740
H 4.033 2.957 -12.064
H 3.726 3.067 -10.346
H 4.942 5.285 -12.081
H 5.824 4.248 -10.958
H 4.660 5.413 -10.340
*
```

These are the Mulliken partial charges, in e, on atoms 1 to 4: -1.24 -0.31 -0.60 0.19

***

ORCA calculation (the ωB97M-V functional and the def2-TZVPD basis) on an isolated ion of composition C7H10NO and charge +1 in a non-equilibrium geometry.

Results
Energy relative to the best compared isomer or geometry (same formula, charge and spin) in kcal per mole: 101.9
LUMO level in Ha: -0.168
M in g/mol: 124.16
F_max in eV/Å: 3.39
HOMO-LUMO gap in eV: 9.11
Highest occupied orbital energy in Ha: -0.5029

```
! RIJCOSX wB97M-V def2-TZVPD def2/J DEFGRID3
* xyz 1 1
C 2.375 0.408 -0.685
C 2.846 -0.679 -0.122
C -2.877 -1.530 -0.161
C -1.873 -0.703 -0.268
C -0.617 -1.216 0.194
C 0.955 0.645 -0.251
C 0.894 1.801 0.739
N 0.538 -0.650 0.211
O 3.525 -1.617 0.281
H 3.054 1.062 -1.293
H -3.992 -1.169 -0.357
H -2.528 -2.560 -0.062
H -2.050 0.352 -0.183
H -0.666 -2.197 0.650
H 0.389 1.139 -1.045
H -0.122 2.268 0.581
H 1.594 2.564 0.394
H 1.110 1.579 1.830
H 3.823 -2.423 -0.246
*
```

These are the natural (NBO) partial charges, in e, on atoms 1 to 4: -0.30 0.73 -0.24 -0.34

***

ORCA calculation (the ωB97M-V functional and the def2-TZVPD basis) on a 5-piece molecular cluster, C37H63BN5O5 overall in a non-equilibrium geometry.

Results
LUMO level in Ha: 0.069
M in g/mol: 668.75
F_max in eV/Å: 10.15
HOMO-LUMO gap in eV: 5.84
Highest occupied orbital energy in Ha: -0.1459

```
! RIJCOSX wB97M-V def2-TZVPD def2/J DEFGRID3
* xyz -1 1
C -2.706 -6.180 -2.762
C -3.133 -5.038 -1.864
C -2.265 -3.648 -1.901
O -0.886 -4.159 -1.604
B -0.104 -3.032 -1.059
C 1.311 -3.310 -0.266
C 2.152 -1.865 -0.237
C 2.931 -1.740 1.232
C 3.343 -0.169 1.458
C 4.256 0.008 2.813
O 4.130 -1.127 3.740
C 2.907 -1.010 4.568
C 2.681 -2.104 5.789
O 1.962 -0.055 4.408
O -1.174 -2.236 -0.363
C -2.571 -2.486 -0.737
C -3.664 -2.905 0.445
C -4.267 -1.529 1.180
C -4.381 -1.716 2.831
C -2.854 -1.870 3.414
N -2.420 -0.772 4.362
C -1.796 -1.222 5.700
C -1.384 0.192 6.491
C -1.858 1.398 5.439
C -2.530 0.727 4.067
O -3.339 -1.507 -1.511
C -2.675 -0.203 -1.616
C -1.753 -0.210 -2.976
H -2.736 -6.087 -3.951
H -2.382 -7.240 -2.351
H -4.064 -5.247 -1.186
H -2.137 -3.100 -2.951
H 0.125 -2.384 -2.021
H 1.141 -3.608 0.877
H 1.880 -4.148 -0.867
H 2.916 -1.776 -1.119
H 1.420 -0.927 -0.326
H 2.130 -2.059 2.050
H 3.865 -2.474 1.257
H 2.343 0.461 1.525
H 3.977 0.285 0.565
H 5.389 0.046 2.447
H 4.071 1.062 3.337
H 3.652 -2.754 5.924
H 2.458 -1.506 6.770
H 1.741 -2.806 5.598
H -4.587 -3.397 -0.110
H -3.202 -3.664 1.229
H -5.277 -1.176 0.703
H -3.434 -0.688 1.027
H -5.029 -0.890 3.348
H -4.912 -2.768 2.985
H -2.685 -2.943 3.901
H -2.101 -1.823 2.490
H -1.629 -2.305 6.120
H -0.857 0.314 7.531
H -1.701 2.561 5.650
H -2.975 1.271 3.120
H -3.543 0.592 -1.819
H -2.131 0.168 -0.649
H -0.631 -0.499 -2.813
H -2.319 -0.921 -3.749
H -1.858 0.881 -3.448
C 3.509 3.897 2.236
C 3.124 4.897 1.152
C 1.805 4.546 0.460
C 1.923 3.186 -0.209
N 2.020 2.057 -0.763
H 3.673 2.896 1.824
H 4.441 4.203 2.722
H 2.730 3.831 3.004
H 3.931 4.946 0.411
H 3.038 5.893 1.601
H 1.566 5.299 -0.298
H 0.985 4.522 1.185
C 2.141 6.530 -2.970
C 3.125 6.964 -4.052
C 4.554 6.489 -3.782
C 5.050 7.070 -2.468
N 5.460 7.553 -1.378
H 2.396 6.959 -1.996
H 1.130 6.866 -3.219
H 2.123 5.438 -2.872
H 3.106 8.058 -4.131
H 2.792 6.566 -5.017
H 5.217 6.813 -4.592
H 4.593 5.395 -3.730
C 5.603 4.420 -7.462
C 6.223 3.071 -7.112
C 5.241 2.128 -6.413
C 4.767 2.754 -5.112
N 4.373 3.272 -4.032
H 5.288 4.965 -6.566
H 6.331 5.049 -7.984
H 4.731 4.294 -8.114
H 7.098 3.239 -6.471
H 6.583 2.596 -8.031
H 5.729 1.172 -6.196
H 4.376 1.930 -7.055
C -8.851 -6.401 2.213
C -8.728 -4.931 2.601
C -7.781 -4.152 1.687
C -6.386 -4.752 1.761
N -5.229 -5.249 1.823
H -7.893 -6.924 2.299
H -9.559 -6.911 2.874
H -9.210 -6.507 1.183
H -8.380 -4.866 3.639
H -9.721 -4.470 2.564
H -7.738 -3.102 1.997
H -8.133 -4.185 0.650
*
```

These are the Mulliken partial charges, in e, on atoms 1 to 4: -0.68 -0.35 0.21 -0.48

***

The highest F_max belongs to which entry? C37H63BN5O5

***

What is the F_max in the sixth record? 2.38 eV/Å

***

The highest F_max belongs to which entry? C37H63BN5O5

***

Look up the M of the eighth one. 668.75 g/mol